No. 1
{"formula": "C5H6O2S", "method": "ωB97M-V/def2-TZVPD", "elements": ["C", "C", "C", "C", "C", "H", "H", "H", "H", "H", "H", "O", "O", "S"], "xyz": [[0.80622, 0.96989, -0.00115], [0.54956, -0.21557, 0.97439], [0.55354, -0.20968, -0.98242], [-0.87921, -0.74470, -0.74829], [-0.88102, -0.74545, 0.73655], [-0.76161, 2.05573, 0.00818], [1.83417, 1.14695, 0.01773], [0.96445, -0.26968, 2.00641], [0.96570, -0.24943, -2.00232], [-1.21586, -1.60688, -1.31717], [-1.21893, -1.59927, 1.31743], [0.17524, 2.19593, -0.00358], [1.26691, -1.02570, -0.00348], [-2.15918, 0.29785, -0.00226]], "lumo_ev": 0.76, "e_tot_ev": -20209.903, "relative_energy_kcal_mol": 53.1}

=====

No. 2
{"formula": "CH3O3S3", "method": "ωB97M-V/def2-TZVPD", "elements": ["C", "O", "O", "O", "S", "S", "S", "H", "H", "H"], "xyz": [[1.04682, -0.01643, -1.04807], [-0.70969, -0.07760, 1.95542], [-1.59191, -0.96530, -0.10376], [-2.60653, 1.09925, 0.84746], [2.02955, -0.71064, 0.44588], [0.26991, 1.49859, -0.75526], [-1.44597, 0.16662, 0.73314], [1.58703, -0.06085, -2.03006], [0.25941, -0.71356, -1.27845], [1.16137, -0.22007, 1.23371]], "charge": -1, "lumo_ev": 3.36, "e_tot_ev": -39734.902, "relative_energy_kcal_mol": 13.0}

=====

No. 3
{"formula": "C22H25N3O4S", "method": "ωB97M-V/def2-TZVPD", "elements": ["C", "C", "C", "C", "C", "C", "C", "C", "C", "N", "C", "H", "H", "C", "N", "C", "O", "C", "C", "C", "C", "C", "C", "H", "H", "S", "O", "O", "N", "C", "H", "C", "H", "O", "C", "H", "C", "H", "H", "H", "H", "H", "H", "H", "H", "H", "H", "H", "H", "H", "H", "H", "H", "H", "H"], "xyz": [[-3.27623, 3.83949, -1.57125], [-2.50942, 2.95257, -0.65968], [-2.67871, 1.61858, -0.43302], [-1.66237, 1.20078, 0.46705], [-1.29517, -0.02865, 1.01036], [-0.19370, -0.08634, 1.83366], [0.53554, 1.06241, 2.14408], [0.19114, 2.29382, 1.62619], [-0.90312, 2.35684, 0.77209], [-1.44720, 3.41633, 0.08744], [-0.82267, 4.70368, -0.02396], [-0.30599, 4.91182, 0.91674], [-1.57796, 5.47659, -0.17867], [0.19150, 4.73246, -1.19727], [0.89934, 3.47936, -1.28346], [0.41849, 2.49881, -2.09970], [-0.32511, 2.73874, -3.02981], [0.84295, 1.10808, -1.75570], [0.00670, 0.08335, -2.19386], [0.27083, -1.23004, -1.85473], [1.37436, -1.51354, -1.07417], [2.23049, -0.51443, -0.65440], [1.96950, 0.79990, -0.99738], [2.66288, 1.56970, -0.69253], [3.09853, -0.78571, -0.07548], [1.71636, -3.19957, -0.58186], [3.12721, -3.33877, -0.36528], [1.07044, -4.08609, -1.50916], [0.94913, -3.23330, 0.91639], [-0.40388, -3.75601, 0.89593], [-0.88004, -3.41682, -0.02247], [-0.39855, -5.28666, 0.95727], [-1.41132, -5.67465, 1.07856], [0.33411, -5.74764, 2.07234], [1.66878, -5.29309, 2.02836], [2.15857, -5.70044, 2.91437], [1.72652, -3.76400, 2.02023], [2.75267, -3.42323, 1.89329], [1.31018, -3.36485, 2.95082], [2.16794, -5.66780, 1.12194], [0.04031, -5.67415, 0.02736], [-0.93591, -3.34653, 1.76077], [-0.35340, -2.03953, -2.19809], [-0.84930, 0.34551, -2.79670], [1.38989, 3.19249, -0.45005], [-0.32983, 4.85644, -2.14846], [0.89641, 5.55562, -1.06161], [0.76322, 3.17373, 1.88866], [1.38817, 0.98419, 2.80231], [0.12222, -1.03230, 2.24483], [-1.86303, -0.91687, 0.77785], [-3.43536, 0.99640, -0.86745], [-2.67798, 4.07609, -2.45153], [-4.17607, 3.32760, -1.89989], [-3.56206, 4.76969, -1.08128]], "lumo_ev": 0.23, "e_tot_ev": -46715.668, "smiles": "Cc1cc2ccccc2n1CCNC(=O)c1ccc(S(=O)(=O)N2CCOCC2)cc1", "relative_energy_kcal_mol": 35.6}

=====

No. 4
{"formula": "C14H28NO5PZr", "method": "ωB97M-V/def2-TZVPD", "elements": ["Zr", "C", "O", "C", "O", "C", "O", "C", "P", "H", "H", "C", "H", "C", "H", "H", "H", "C", "H", "C", "H", "H", "C", "H", "H", "H", "C", "H", "H", "H", "C", "H", "H", "H", "C", "H", "H", "H", "H", "H", "N", "C", "C", "O", "O", "H", "H", "H", "H", "H"], "xyz": [[-1.50242, -0.86408, 0.68469], [0.68162, -2.17807, 0.91925], [1.55214, -2.93322, 1.07378], [-2.18646, -1.27357, -1.22132], [-2.90442, -1.53018, -2.15198], [-1.19766, 1.40129, 1.09043], [-1.26595, 2.53170, 1.42521], [1.66854, -1.00574, -1.82742], [0.82841, 0.28009, -0.72830], [2.79887, 1.56266, -0.77955], [2.09423, -1.71864, -1.09842], [0.42367, 1.55985, -1.97357], [1.17676, 1.42125, -2.73336], [2.76340, -0.42580, -2.73244], [3.39295, 0.32259, -2.23722], [2.31622, 0.00249, -3.64271], [3.40591, -1.26529, -3.04140], [0.65382, -1.77861, -2.66695], [0.32155, -1.19297, -3.53045], [2.07927, 1.99538, 1.17733], [-0.25077, -2.11586, -2.14055], [1.15192, -2.68199, -3.05256], [3.37204, -0.07198, 0.50999], [2.23508, 1.54314, 2.15541], [2.80574, 2.81330, 1.11898], [1.07609, 2.41597, 1.16115], [2.35183, 0.98846, 0.05459], [4.08079, 0.38658, 1.20791], [3.95518, -0.46771, -0.32422], [2.85946, -0.88998, 1.01432], [0.52823, 2.97687, -1.47292], [-0.13565, 3.18560, -0.64020], [0.26430, 3.67970, -2.26536], [1.52390, 3.27063, -1.16347], [-0.91668, 1.34215, -2.61691], [-1.08734, 0.36142, -3.04653], [-1.04179, 2.04483, -3.44838], [-1.76602, 1.51902, -1.95541], [1.14851, 0.27334, 2.54495], [0.83245, -0.04813, 3.15959], [-4.87856, -1.02413, 3.72585], [-3.95838, -2.20509, 3.51854], [-2.90916, -1.67450, 2.63683], [-1.78826, -2.24440, 2.33806], [-3.17900, -0.54007, 2.07119], [-4.47496, -0.42717, 4.46775], [-5.79704, -1.30177, 4.07184], [-4.94162, -0.47717, 2.84942], [-3.61769, -2.56541, 4.51107], [-4.54306, -2.97679, 3.00344]], "charge": 4, "lumo_ev": -17.47, "e_tot_ev": -37220.911}

=====

No. 5
{"formula": "C26H36IN3OsP", "method": "ωB97M-V/def2-TZVPD", "elements": ["Os", "C", "C", "C", "P", "C", "C", "C", "C", "C", "C", "C", "C", "C", "C", "N", "C", "C", "C", "C", "C", "C", "C", "C", "C", "H", "H", "H", "H", "H", "H", "H", "H", "H", "H", "H", "H", "H", "H", "H", "H", "H", "H", "H", "H", "H", "H", "H", "H", "H", "H", "H", "H", "H", "H", "H", "C", "H", "H", "I", "C", "C", "N", "N", "C", "H", "H", "H"], "xyz": [[-1.06081, 0.70153, -1.19855], [-3.37615, -2.33981, -0.54805], [-3.58075, -1.19475, 0.45227], [-4.31299, -1.64987, 1.71099], [-1.94540, -0.35920, 0.70935], [-2.13710, 0.60374, 2.27832], [-3.05168, 1.79831, 1.99050], [-0.75906, 1.06736, 2.74231], [-0.67279, -1.61584, 0.99210], [-0.79726, -2.72677, 1.82278], [0.20200, -3.68189, 1.90447], [0.07076, -4.92471, 2.73955], [1.36086, -3.47721, 1.14869], [1.51973, -2.37345, 0.34198], [0.49324, -1.41819, 0.22623], [0.58810, -0.34436, -0.64649], [1.85178, 0.01251, -1.19661], [2.82590, 0.58567, -0.35579], [2.54615, 0.85891, 1.09577], [4.07117, 0.89614, -0.87666], [4.39726, 0.64755, -2.20437], [5.75639, 0.99549, -2.73958], [3.42896, 0.07499, -3.01645], [2.16616, -0.25553, -2.54450], [1.20225, -0.94428, -3.46975], [-4.33718, -2.70852, -0.90617], [-2.84333, -3.16802, -0.08259], [-2.79580, -2.00387, -1.41205], [-4.18669, -0.42218, -0.03511], [-3.70733, -2.31096, 2.32931], [-5.20028, -2.20913, 1.41204], [-4.64275, -0.81061, 2.32272], [-2.58614, -0.04976, 3.02825], [-2.65722, 2.38769, 1.15809], [-3.11267, 2.44489, 2.86613], [-4.06068, 1.48129, 1.72133], [-0.27607, 1.60532, 1.92407], [-0.13049, 0.22093, 3.01781], [-0.83551, 1.73861, 3.59851], [-1.69390, -2.84545, 2.41817], [-0.87285, -4.96009, 3.28061], [0.88950, -4.98931, 3.45774], [0.13617, -5.80719, 2.10082], [2.15059, -4.21781, 1.19567], [2.42317, -2.24841, -0.24055], [1.56580, 1.31582, 1.23043], [3.30367, 1.52378, 1.50806], [2.55328, -0.05991, 1.68556], [4.81449, 1.34316, -0.22547], [6.51936, 0.88857, -1.96987], [5.77257, 2.03274, -3.08162], [6.01902, 0.36297, -3.58606], [3.67239, -0.14383, -4.05012], [1.71573, -1.28209, -4.36818], [0.40905, -0.26414, -3.78084], [0.73183, -1.80498, -2.99114], [-1.72724, 1.05178, -3.06773], [-2.23841, 0.34033, -3.71831], [-1.61887, 1.99495, -3.60885], [-1.47170, 7.09497, -1.52431], [-0.78716, 5.24975, -0.86531], [0.03599, 5.00228, 0.20923], [0.19747, 3.66891, 0.26760], [-0.45943, 3.03663, -0.71296], [-1.06471, 3.99035, -1.41110], [0.49793, 5.67606, 0.91057], [0.78623, 3.15889, 0.90413], [-1.67455, 3.75925, -2.26703]], "spin_multiplicity": 5, "charge": 1, "lumo_ev": [-2.93, -5.03], "e_tot_ev": -51864.540, "s2": 6.027}

=====

No. 6
{"formula": "CH2N2O2S", "method": "ωB97M-V/def2-TZVPD", "elements": ["C", "N", "N", "O", "O", "S", "H", "H"], "xyz": [[-0.01259, 0.77798, -0.06276], [-0.18049, 0.31853, 1.30897], [0.05922, -0.15018, -1.06322], [-0.74295, -1.34312, 1.31679], [0.54505, -0.81255, 1.59314], [0.22126, 2.36949, -0.22243], [0.16264, -1.18518, -0.79382], [-0.05214, 0.02502, -2.07668]], "lumo_ev": -1.92, "e_tot_ev": -18972.480, "relative_energy_kcal_mol": 204.1}

=====

No. 7
{"formula": "C6H12O2", "method": "ωB97M-V/def2-TZVPD", "elements": ["C", "C", "C", "C", "O", "C", "C", "H", "H", "H", "H", "H", "H", "H", "H", "H", "H", "H", "H", "O"], "xyz": [[-2.12206, 1.73023, -0.00391], [-2.12061, 0.47924, 0.86958], [1.71323, -1.60317, -1.38271], [0.94273, -1.48292, -0.21857], [1.55906, -1.74498, 0.89816], [-0.45022, -1.05491, -0.18149], [-0.78701, -0.18218, 0.79953], [-1.49870, 2.56313, 0.31742], [-1.80595, 1.50954, -1.00380], [-3.14766, 2.09246, -0.08656], [-2.93104, -0.19631, 0.61476], [-2.27337, 0.77479, 1.90271], [2.67174, -2.10228, -1.37981], [1.31819, -1.29648, -2.34503], [0.89250, -1.99432, 1.56555], [-1.20887, -1.64526, -0.67615], [-0.06807, 0.27511, 1.46680], [3.59041, 0.83028, -0.81297], [2.39895, 1.63611, -0.24877], [3.32676, 1.41192, -0.09474]], "spin_multiplicity": 2, "charge": 1, "lumo_ev": [-4.67, -7.82], "e_tot_ev": -10501.737, "s2": 0.758, "relative_energy_kcal_mol": 31.4}

=====

No. 8
{"formula": "C44H43GeNNiO2P2", "method": "ωB97M-V/def2-TZVPD", "elements": ["Ni", "O", "P", "C", "P", "O", "C", "C", "C", "C", "C", "C", "C", "C", "C", "C", "C", "C", "C", "C", "C", "C", "C", "C", "C", "C", "C", "C", "C", "C", "H", "H", "H", "H", "H", "H", "H", "H", "H", "H", "H", "H", "H", "H", "H", "H", "H", "H", "H", "H", "H", "H", "C", "C", "C", "C", "C", "C", "C", "C", "C", "C", "C", "C", "C", "C", "C", "N", "H", "H", "H", "H", "H", "H", "H", "H", "H", "H", "C", "Ge", "C", "C", "C", "H", "H", "H", "H", "H", "H", "H", "H", "H", "H", "H"], "xyz": [[0.58228, -0.56118, -0.40468], [0.68134, 1.57691, 0.45781], [0.22203, 2.03208, 1.78261], [-1.13734, 0.99136, 2.35206], [-0.61494, -0.68894, 2.65786], [0.47481, -1.08842, 1.71543], [0.01208, -0.75459, 4.33765], [1.32824, -1.16609, 4.50957], [1.85190, -1.24289, 5.78799], [1.07128, -0.89796, 6.87937], [-0.24201, -0.48033, 6.70696], [-0.77406, -0.41721, 5.43698], [-2.05960, -1.74436, 2.57779], [-1.88068, -3.10126, 2.78469], [-2.95470, -3.95809, 2.72981], [-4.22671, -3.46686, 2.47744], [-4.42553, -2.11198, 2.27505], [-3.34164, -1.24792, 2.32868], [1.51225, 1.94008, 3.02829], [1.32989, 2.36146, 4.34043], [2.36518, 2.25938, 5.24433], [3.58841, 1.74065, 4.83604], [3.77489, 1.32757, 3.53084], [2.73684, 1.42694, 2.62191], [-0.43872, 3.69793, 1.73840], [-1.47451, 4.15112, 2.54708], [-1.90929, 5.46052, 2.45354], [-1.31173, 6.31748, 1.54671], [-0.28515, 5.86873, 0.73360], [0.15305, 4.56319, 0.82473], [-1.83594, 0.97962, 1.49801], [-1.64026, 1.40056, 3.22809], [1.92045, -1.41728, 3.64836], [2.86837, -1.56687, 5.92790], [1.48545, -0.95850, 7.87281], [-0.84446, -0.22304, 7.55917], [-1.80846, -0.12061, 5.31044], [-0.89868, -3.49644, 2.97685], [-2.79829, -5.01445, 2.86534], [-5.06240, -4.14456, 2.42539], [-5.40924, -1.72700, 2.06521], [-3.50873, -0.20047, 2.14779], [0.38953, 2.78280, 4.66250], [2.22606, 2.58170, 6.26205], [4.39760, 1.66194, 5.54141], [4.72127, 0.93075, 3.20679], [2.87381, 1.12923, 1.60032], [-1.96177, 3.49616, 3.24911], [-2.71367, 5.80599, 3.07736], [-1.65046, 7.33765, 1.46713], [0.16883, 6.53156, 0.01692], [0.93015, 4.20395, 0.17133], [-2.61622, 0.65765, -2.96602], [-1.85668, 1.11291, -4.04893], [-0.49626, 1.02939, -4.01700], [0.15514, 0.51941, -2.87951], [-0.59960, 0.01797, -1.79658], [-1.98976, 0.07966, -1.88556], [1.59479, 0.52436, -2.71786], [2.50948, 1.00549, -3.70296], [3.83556, 1.02407, -3.46945], [4.32222, 0.51408, -2.24550], [5.67770, 0.48824, -1.91199], [6.09686, -0.04181, -0.72279], [5.14481, -0.58662, 0.15609], [3.81523, -0.56923, -0.15203], [3.36884, 0.00669, -1.34380], [2.04365, 0.04191, -1.57368], [-3.68824, 0.76186, -2.99071], [-2.34021, 1.53888, -4.91363], [0.06341, 1.37125, -4.87084], [-2.58949, -0.31061, -1.07679], [2.12778, 1.38325, -4.63331], [4.53099, 1.41079, -4.19802], [6.39465, 0.89106, -2.61070], [7.14526, -0.06048, -0.47881], [5.46059, -1.04513, 1.08103], [3.08943, -1.01533, 0.52501], [-0.42810, -5.01503, -2.66360], [-0.49537, -4.01664, -0.97574], [0.27664, -5.20083, 0.39414], [-2.40703, -3.84837, -0.55084], [0.62319, -2.43883, -1.14099], [-0.85605, -6.00437, -2.57367], [0.59598, -5.11621, -2.99070], [-0.97262, -4.48147, -3.43000], [-0.25970, -6.14124, 0.44931], [0.27249, -4.75504, 1.37344], [1.30765, -5.41192, 0.13953], [-2.82873, -4.84617, -0.48084], [-2.92792, -3.31730, -1.33375], [-2.58699, -3.34116, 0.38714], [0.91455, -2.34216, -2.20777], [1.56242, -2.70292, -0.59413]], "spin_multiplicity": 3, "lumo_ev": [0.26, 0.26], "e_tot_ev": -168049.351, "s2": 2.010, "relative_energy_kcal_mol": 12.6}